#A
DFT (ωB97M-V/def2-TZVPD) results for a cluster of 2 separate species, C3H8S2 in total.

The SMILES is C=C.CSS. The LUMO energy is 0.73 eV. For the HOMO-LUMO gap, the calculation gives 9.32 eV. As for the HOMO energy: -8.59 eV.

Each line ends with the Löwdin charge.
Geometry (Å):
S  -3.0502  1.9746  -1.7561  0.28
S  -2.7503  2.4770  -3.6245  0.21
C  2.6280  -2.4143  1.9221  -0.10
C  2.1224  -3.6003  1.6114  -0.10
C  -1.6200  2.3706  -0.6385  -0.43
H  2.6587  -2.0679  2.9985  0.06
H  -1.5266  1.4812  -0.0294  0.01
H  -2.5984  3.8982  -3.5204  -0.13
H  1.8732  -4.4121  2.2652  0.03
H  -1.9317  3.2042  -0.0054  0.02
H  2.1300  -3.9536  0.5461  0.06
H  2.7163  -1.5428  1.2709  0.04
H  -0.6514  2.5853  -1.0400  0.03

***

#B
DFT (ωB97M-V/def2-TZVPD) results for a cluster of 2 separate species, C3H8S2 in total.

The SMILES is C=C.CSS. The LUMO energy is 0.81 eV. For the HOMO-LUMO gap, the calculation gives 9.30 eV. As for the HOMO energy: -8.48 eV.

Each line ends with the Löwdin charge.
Geometry (Å):
S  -0.9009  -1.5623  -0.6389  0.32
S  0.8020  -1.1765  -1.5265  0.30
C  0.7404  2.0543  0.1952  -0.08
C  -0.4349  -2.5147  0.8973  -0.43
C  -0.3568  2.3940  -0.4878  -0.07
H  -0.0784  -1.8705  1.6946  0.02
H  0.2280  -3.3756  0.8219  0.03
H  0.6445  0.1627  -1.5541  -0.22
H  -1.4420  -2.8849  1.1042  0.01
H  0.9565  1.0016  0.3150  0.00
H  -0.9096  1.6761  -1.0717  0.03
H  1.4899  2.6969  0.6345  0.05
H  -0.7386  3.3990  -0.3839  0.04

***

Least stable of them? #A.